[1]
17
Properties=species:S:1:pos:R:3 method="wB97M-V/def2-TZVPD" fmax_ha_per_bohr=0.0272 total_charge=0 e_lumo_ev="0.96 / 0.94" gap_ha="0.2715 / 0.2974"
C 0.3138 -2.1063 -0.4539
C -2.2799 0.9463 0.1783
C -0.2402 -0.1261 0.6607
N 2.7356 0.1159 0.1707
N 1.7670 0.9891 -0.2128
O 0.3842 -1.3343 0.7320
O -1.3487 -0.0634 -0.1214
H -0.6815 -2.5555 -0.5646
H 1.0616 -2.8972 -0.3548
H 0.5251 -1.4846 -1.3312
H -3.2753 0.5148 0.0508
H -2.1560 1.7878 -0.5106
H -2.1728 1.3050 1.2070
H -0.2675 0.3655 1.6255
H 2.7870 -0.1319 1.1583
H 2.7305 -0.7081 -0.4209
H 1.7077 1.7389 0.4763

---

[2]
17
Properties=species:S:1:pos:R:3 method="wB97M-V/def2-TZVPD" fmax_ha_per_bohr=0.0467 total_charge=0 e_lumo_ev=0.69 smiles="CCNC(N)=O.O" gap_ha=0.3820
C -1.7671 -0.2383 0.1282
N -0.3930 0.1841 -0.1089
C 0.6029 0.1610 0.8139
N 0.2338 -0.1180 2.1106
O 1.7269 0.6268 0.6027
C -2.5447 -0.1024 -1.1930
H -2.2700 0.5125 0.7567
H -1.7809 -1.1736 0.6744
H -0.1825 0.7895 -0.8843
H 0.9278 0.1220 2.7858
H -0.6762 -0.4850 2.2454
H -2.0299 -0.4746 -2.0765
H -2.8468 0.9236 -1.3502
H -3.4232 -0.7365 -1.0346
H 2.5127 -1.1429 -1.6903
H 2.0916 0.0942 -0.9207
O 2.0717 -0.2991 -1.8343

---

[3]
17
Properties=species:S:1:pos:R:3 method="wB97M-V/def2-TZVPD" fmax_ha_per_bohr=0.0303 total_charge=0 e_lumo_ev=0.71 smiles="NCNCC=O.O" gap_ha=0.3501
O -1.1363 -1.5018 -0.0402
C -1.4251 -0.4310 0.4180
C -0.7240 0.9014 0.2174
N 0.4992 1.0032 -0.5965
C 0.9141 -0.0415 -1.5202
N 1.8001 0.5563 -2.4946
H -2.4632 -0.3179 0.7812
H -0.4689 1.3127 1.1915
H -1.5337 1.4857 -0.2386
H 0.3486 1.8573 -1.1192
H 1.4167 -0.8538 -0.9924
H 0.0778 -0.5455 -2.0275
H 1.9865 1.5411 -2.3869
H 2.7000 0.0998 -2.6018
H -1.1440 -2.2581 3.9598
H -0.1263 -1.3959 3.3391
O -0.7216 -1.4120 4.1109

---

[4]
17
Properties=species:S:1:pos:R:3 method="wB97M-V/def2-TZVPD" fmax_ha_per_bohr=0.0111 total_charge=0 e_lumo_ev=0.64 smiles="CC(=O)CO.NN" gap_ha=0.3698
C 1.2952 -0.7156 1.3235
C 1.3789 1.0258 -0.5416
C 0.7652 0.6068 0.7655
O 1.5834 -1.6836 0.3455
O -0.0460 1.2625 1.3712
H 0.7588 -2.0754 0.0351
H 2.2477 -0.4900 1.8168
H 0.5993 -1.0903 2.0837
H 0.8343 1.8551 -0.9795
H 2.3977 1.3415 -0.3475
H 1.4212 0.1801 -1.2303
N -2.7867 0.1936 -1.1930
N -1.9987 -0.6019 -0.3122
H -2.7135 -0.2099 -2.1308
H -2.4785 1.1658 -1.2335
H -2.2616 -0.3500 0.6433
H -0.9967 -0.4146 -0.4162

---

[5]
17
Properties=species:S:1:pos:R:3 method="wB97M-V/def2-TZVPD" fmax_ha_per_bohr=0.0129 total_charge=0 e_lumo_ev=0.50 gap_ha=0.3391
C -1.1740 0.2027 0.6369
N -1.7132 -0.6249 -0.3174
N -1.6641 1.4988 0.6634
O -0.9564 -0.2683 1.9147
H -0.5264 -1.1313 1.8704
H 0.1525 0.3367 0.1102
H -1.1826 -0.4687 -1.2389
H -1.1044 2.1703 1.1671
H -2.1876 1.7754 -0.1531
H -1.6119 -1.6060 -0.0883
C 2.1393 -0.5996 -0.2949
C 0.9984 0.1956 -0.9207
O 0.3084 -0.3450 -1.8588
H 1.2402 1.2748 -1.0264
H 2.5224 -0.1188 0.6087
H 1.8036 -1.6115 -0.0565
H 2.9556 -0.6803 -1.0165

---

[6]
17
Properties=species:S:1:pos:R:3 method="wB97M-V/def2-TZVPD" multiplicity=3 fmax_ha_per_bohr=0.1113 total_charge=0 e_lumo_ev="0.62 / -4.55" s2=2.0080 gap_ha="0.1666 / 0.1748"
C -0.8001 1.5685 -0.1911
C 0.4755 1.2859 -0.1354
C 1.0465 0.2488 0.7635
N 0.2772 -0.0612 1.9845
N -0.6859 -2.0710 -2.4684
O 0.0455 1.1030 2.7562
O 1.0776 -0.9097 -0.0190
H -1.7485 1.2595 0.2415
H -0.1463 1.9220 2.1865
H -0.8708 2.2512 -1.0244
H 1.2146 1.7729 -0.7840
H 2.1023 0.4182 0.9587
H -0.5413 -0.5248 1.6840
H -0.9114 -1.4399 -1.6892
H -0.1678 -2.8377 -2.1848
H -1.5850 -2.3780 -2.8302
H 1.2179 -1.6077 0.7517